# 1
The following is a DFT calculation (ωB97M-V with the def2-TZVPD basis set) of a cluster of 2 separate species, C5H9NO6S in total.

Values from the calculation:
- E_LUMO (eV) = 6.22
- highest occupied orbital energy (eV) = 0.50
- energy above the lowest of the compared OMol25 structures with the same formula, charge and spin (kJ/mol) = 0.0
- E_tot (hartree) = -1100.20711

Geometry as ORCA input:
```
! RIJCOSX wB97M-V def2-TZVPD def2/J DEFGRID3
* xyz -2 1
C 0.945 -1.701 -0.203
C -0.526 -1.630 0.109
C 1.248 -0.314 -0.884
C -0.995 -0.429 -0.313
C 2.181 0.530 -0.107
N -0.108 0.326 -1.062
O -0.133 1.658 -0.825
O -3.351 0.104 -1.380
O -3.270 -1.198 0.695
O -2.834 1.187 0.841
O -0.676 1.289 2.172
O 2.237 1.804 -0.538
S -2.726 -0.021 -0.008
H 1.441 -1.738 0.697
H 1.278 -2.563 -0.944
H -1.033 -2.489 0.376
H -1.506 1.220 1.642
H 1.647 -0.359 -1.913
H 3.263 0.149 -0.180
H 1.882 0.371 0.932
H -0.143 1.919 1.668
H 1.179 1.882 -0.777
*
```

=====

# 2
The following is a DFT calculation (ωB97M-V with the def2-TZVPD basis set) of the molecule C4H6N2.

Values from the calculation:
- E_LUMO (eV) = 0.53
- highest occupied orbital energy (eV) = -7.44
- energy above the lowest of the compared OMol25 structures with the same formula, charge and spin (kJ/mol) = 471.4
- E_tot (hartree) = -265.35604

Geometry as ORCA input:
```
! RIJCOSX wB97M-V def2-TZVPD def2/J DEFGRID3
* xyz 0 1
C -1.792 -0.184 -0.146
C -0.372 -0.146 -0.328
C 0.727 -0.951 -0.433
C 1.818 -0.245 0.205
N 1.530 0.914 0.723
N 0.113 1.052 0.422
H -2.365 0.645 -0.575
H -2.286 -1.151 -0.258
H -0.938 0.669 1.002
H 0.763 -1.952 -0.847
H 2.845 -0.606 0.278
H -0.042 1.954 -0.043
*
```

=====

# 3
The following is a DFT calculation (ωB97M-V with the def2-TZVPD basis set) of the ion C8H11N2O3S with charge -1.

Values from the calculation:
- E_LUMO (eV) = 3.00
- highest occupied orbital energy (eV) = -3.80
- energy above the lowest of the compared OMol25 structures with the same formula, charge and spin (kJ/mol) = 58.8
- E_tot (hartree) = -1044.80083

Geometry as ORCA input:
```
! RIJCOSX wB97M-V def2-TZVPD def2/J DEFGRID3
* xyz -1 1
C 0.776 1.444 0.987
C 0.486 0.390 -1.128
C 1.891 2.117 0.512
C 1.688 1.077 -1.548
C 0.041 0.547 0.156
C 2.433 1.894 -0.733
C -1.634 -0.050 1.887
C -1.362 -2.511 -0.461
N -1.027 -0.264 0.636
N -1.930 -1.267 -0.139
O -4.046 -0.535 -1.623
O -1.962 -1.038 -2.746
O 3.656 2.382 -1.052
S -2.599 -0.257 -1.681
H 0.414 1.783 1.954
H -0.185 0.029 -1.951
H 2.266 3.054 0.986
H 1.759 0.883 -2.639
H -2.493 0.613 1.774
H -1.974 -1.074 2.358
H -0.890 0.542 2.503
H -0.252 -2.374 -0.596
H -1.657 -3.283 0.215
H -1.984 -2.844 -1.347
H 3.780 2.361 -1.960
*
```

=====

# 4
The following is a DFT calculation (ωB97M-V with the def2-TZVPD basis set) of a cluster of 2 separate species, C4H10NO in total.

Values from the calculation:
- E_LUMO (eV) = -4.57
- highest occupied orbital energy (eV) = -14.32
- energy above the lowest of the compared OMol25 structures with the same formula, charge and spin (kJ/mol) = 204.9
- E_tot (hartree) = -288.08504

Geometry as ORCA input:
```
! RIJCOSX wB97M-V def2-TZVPD def2/J DEFGRID3
* xyz 1 1
C 2.709 0.233 0.143
C -0.554 -0.164 -0.212
C -0.845 -1.518 0.215
C -1.268 0.902 0.556
N 0.186 0.104 -1.273
O 1.851 -0.539 0.452
H 3.141 0.284 -0.815
H 3.154 1.013 0.798
H -1.003 -1.405 1.291
H -0.125 -2.223 -0.047
H -1.907 -1.754 -0.247
H -0.995 1.982 0.196
H -1.269 0.855 1.571
H -2.280 0.827 0.395
H 0.298 0.983 -1.756
H 0.594 -0.467 -1.974
*
```

=====

# 5
The following is a DFT calculation (ωB97M-V with the def2-TZVPD basis set) of a structure of composition C45H55N7O2SbTi.

Values from the calculation:
- E_LUMO (alpha / beta) (eV) = 1.69 / 1.71
- highest occupied orbital energy (alpha / beta) (eV) = -3.64 / -3.67
- energy above the lowest of the compared OMol25 structures with the same formula, charge and spin (kJ/mol) = 164.8
- E_tot (hartree) = -3371.40265

Geometry as ORCA input:
```
! RIJCOSX wB97M-V def2-TZVPD def2/J DEFGRID3
* xyz -1 1
Ti 0.255 0.483 0.249
O -1.366 -0.435 0.108
C -2.435 -0.613 0.819
C -3.672 -0.909 0.223
C -4.776 -1.143 1.000
C -4.698 -1.107 2.403
C -3.495 -0.783 2.989
C -2.372 -0.495 2.213
C -1.173 0.014 2.864
N -0.164 0.454 2.248
N 0.865 0.971 3.062
C 1.776 1.538 2.314
O 1.696 1.600 1.034
C 2.965 2.144 2.994
C 3.958 2.710 2.210
C 5.071 3.301 2.804
C 5.193 3.312 4.185
C 4.205 2.727 4.973
C 3.091 2.144 4.379
H -3.731 -0.957 -0.858
H -5.724 -1.352 0.518
H -5.569 -1.309 3.012
H -3.407 -0.722 4.068
H -1.144 0.088 3.948
H 3.856 2.666 1.132
H 5.842 3.742 2.183
H 6.058 3.771 4.651
H 4.306 2.722 6.053
H 2.309 1.689 4.976
C 1.697 4.376 -0.066
C 0.525 4.266 0.877
C 0.497 5.080 2.008
C -0.578 5.066 2.890
C -1.664 4.258 2.607
C -1.663 3.419 1.492
C -2.915 2.645 1.150
C -0.534 3.360 0.662
N -0.455 2.325 -0.334
C -0.232 2.685 -1.687
C -0.601 4.057 -2.211
C 0.140 1.719 -2.501
C 0.291 1.993 -3.982
N 0.418 0.441 -1.940
C 0.243 -0.639 -2.848
C -1.042 -0.885 -3.372
C -2.221 -0.034 -2.957
C -1.236 -1.916 -4.290
C -0.175 -2.695 -4.726
C 1.093 -2.440 -4.222
C 1.319 -1.431 -3.285
C 2.732 -1.199 -2.806
H 2.575 4.735 0.475
H 1.482 5.098 -0.859
H 1.936 3.428 -0.529
H 1.345 5.735 2.198
H -0.567 5.688 3.778
H -2.538 4.267 3.257
H -3.300 2.087 2.009
H -2.732 1.949 0.339
H -3.700 3.338 0.832
H -0.900 4.720 -1.399
H -1.445 3.990 -2.912
H 0.224 4.532 -2.755
H 0.975 2.831 -4.154
H -0.665 2.256 -4.455
H 0.691 1.124 -4.506
H -2.087 0.342 -1.949
H -3.144 -0.620 -3.013
H -2.338 0.832 -3.616
H -2.238 -2.096 -4.676
H -0.332 -3.487 -5.452
H 1.941 -3.025 -4.572
H 3.451 -1.561 -3.545
H 2.908 -1.742 -1.878
H 2.917 -0.141 -2.609
C -0.113 -5.441 -2.526
C 0.537 -5.517 -1.132
C 0.109 -6.820 -0.441
Sb 0.225 -3.575 -0.167
C 1.700 -3.732 1.424
C 1.269 -2.878 2.623
C 2.119 -5.135 1.862
C -1.586 -3.940 0.997
C -1.641 -5.089 2.010
C -2.758 -4.035 0.003
H 0.109 -6.345 -3.113
H 0.233 -4.574 -3.092
H -1.205 -5.360 -2.447
H 1.625 -5.532 -1.270
H -0.981 -6.926 -0.465
H 0.435 -6.890 0.595
H 0.527 -7.683 -0.979
H 2.567 -3.246 0.970
H 0.443 -3.344 3.172
H 0.947 -1.882 2.321
H 2.101 -2.749 3.327
H 1.298 -5.676 2.338
H 2.934 -5.067 2.596
H 2.482 -5.737 1.024
H -1.690 -3.000 1.549
H -1.583 -6.061 1.524
H -2.595 -5.055 2.560
H -0.841 -5.032 2.749
H -2.722 -4.978 -0.556
H -2.747 -3.213 -0.720
H -3.723 -3.992 0.529
N 6.526 -0.754 0.153
C 5.385 -0.536 0.212
N 4.116 -0.205 0.281
C 2.938 -0.574 0.234
N 1.789 -0.874 0.176
*
```

=====

# 6
The following is a DFT calculation (ωB97M-V with the def2-TZVPD basis set) of a structure of composition C16H28N4O4SSn.

Values from the calculation:
- E_LUMO (eV) = -5.18
- highest occupied orbital energy (eV) = -14.62
- energy above the lowest of the compared OMol25 structures with the same formula, charge and spin (kJ/mol) = 0.0
- E_tot (hartree) = -1758.52098

Geometry as ORCA input:
```
! RIJCOSX wB97M-V def2-TZVPD def2/J DEFGRID3
* xyz 2 1
Sn -1.054 -1.095 -0.211
N 0.526 1.085 -4.014
C 0.983 0.170 -2.932
C 1.090 -1.259 -3.442
C 1.492 -2.242 -2.339
N 0.354 -2.597 -1.436
C 2.654 -1.711 -1.489
C 2.470 -0.267 -1.022
N 1.328 -0.135 -0.067
C 2.249 0.631 -2.239
H -0.542 1.073 -3.923
H 0.847 0.812 -4.944
H 0.827 2.047 -3.846
H 0.178 0.239 -2.210
H 1.869 -1.311 -4.209
H 0.147 -1.577 -3.899
H 1.811 -3.157 -2.842
H 0.739 -3.200 -0.709
H -0.334 -3.163 -1.929
H 3.569 -1.740 -2.081
H 2.826 -2.375 -0.637
H 3.389 0.048 -0.523
H 1.216 0.852 0.166
H 1.606 -0.574 0.812
H 3.116 0.540 -2.898
H 2.174 1.679 -1.936
C -3.599 -4.511 -7.857
C -3.615 -3.932 -6.474
C -2.705 -4.382 -5.511
C -2.707 -3.867 -4.233
C -3.634 -2.878 -3.904
C -4.563 -2.428 -4.829
C -4.536 -2.955 -6.113
S -3.632 -2.316 -2.254
O -2.296 -1.683 -2.055
O -3.929 -3.354 -1.321
N -4.764 -1.186 -2.142
C -4.644 0.213 -2.590
C -3.746 1.088 -1.711
C -2.285 0.977 -2.086
O -1.975 1.095 -3.274
O -1.427 0.802 -1.123
H -2.674 -4.248 -8.373
H -4.434 -4.148 -8.452
H -3.650 -5.600 -7.820
H -2.006 -5.168 -5.769
H -2.032 -4.264 -3.484
H -5.316 -1.704 -4.557
H -5.265 -2.614 -6.836
H -5.385 -1.383 -1.367
H -5.661 0.600 -2.592
H -4.277 0.235 -3.615
H -3.888 0.858 -0.655
H -4.022 2.135 -1.858
*
```

=====

What did the sixth record say?
The following is a DFT calculation (ωB97M-V with the def2-TZVPD basis set) of a structure of composition C16H28N4O4SSn.

Values from the calculation:
- E_LUMO (eV) = -5.18
- highest occupied orbital energy (eV) = -14.62
- energy above the lowest of the compared OMol25 structures with the same formula, charge and spin (kJ/mol) = 0.0
- E_tot (hartree) = -1758.52098

Geometry as ORCA input:
```
! RIJCOSX wB97M-V def2-TZVPD def2/J DEFGRID3
* xyz 2 1
Sn -1.054 -1.095 -0.211
N 0.526 1.085 -4.014
C 0.983 0.170 -2.932
C 1.090 -1.259 -3.442
C 1.492 -2.242 -2.339
N 0.354 -2.597 -1.436
C 2.654 -1.711 -1.489
C 2.470 -0.267 -1.022
N 1.328 -0.135 -0.067
C 2.249 0.631 -2.239
H -0.542 1.073 -3.923
H 0.847 0.812 -4.944
H 0.827 2.047 -3.846
H 0.178 0.239 -2.210
H 1.869 -1.311 -4.209
H 0.147 -1.577 -3.899
H 1.811 -3.157 -2.842
H 0.739 -3.200 -0.709
H -0.334 -3.163 -1.929
H 3.569 -1.740 -2.081
H 2.826 -2.375 -0.637
H 3.389 0.048 -0.523
H 1.216 0.852 0.166
H 1.606 -0.574 0.812
H 3.116 0.540 -2.898
H 2.174 1.679 -1.936
C -3.599 -4.511 -7.857
C -3.615 -3.932 -6.474
C -2.705 -4.382 -5.511
C -2.707 -3.867 -4.233
C -3.634 -2.878 -3.904
C -4.563 -2.428 -4.829
C -4.536 -2.955 -6.113
S -3.632 -2.316 -2.254
O -2.296 -1.683 -2.055
O -3.929 -3.354 -1.321
N -4.764 -1.186 -2.142
C -4.644 0.213 -2.590
C -3.746 1.088 -1.711
C -2.285 0.977 -2.086
O -1.975 1.095 -3.274
O -1.427 0.802 -1.123
H -2.674 -4.248 -8.373
H -4.434 -4.148 -8.452
H -3.650 -5.600 -7.820
H -2.006 -5.168 -5.769
H -2.032 -4.264 -3.484
H -5.316 -1.704 -4.557
H -5.265 -2.614 -6.836
H -5.385 -1.383 -1.367
H -5.661 0.600 -2.592
H -4.277 0.235 -3.615
H -3.888 0.858 -0.655
H -4.022 2.135 -1.858
*
```

=====

Number 6 is which compound? C16H28N4O4SSn

=====

What is the formula in the third record? C8H11N2O3S